# 1
The following is a DFT calculation (wB97M-V/def2-TZVPD) of a 2-piece molecular cluster, ClH2O3P overall.

As for the structure (SMILES): O=PO.OCl. As for the HOMO energy: -10.5931 eV. The energy above the lowest of the compared OMol25 structures with the same formula, charge and spin is 3.630 eV.

ORCA input file:
```
! wB97M-V def2-TZVPD RIJCOSX def2/J DEFGRID3
* xyz 0 1
O -0.98 -0.47 -0.44
P -1.19 -1.17 0.85
O -2.55 -0.57 1.53
H -2.93 0.23 1.11
O 2.61 0.32 -1.46
Cl 1.62 0.77 -0.05
H 3.42 0.89 -1.54
*
```

=====

# 2
The following is a DFT calculation (wB97M-V/def2-TZVPD) of a 2-piece molecular cluster, ClH2OPS2 overall.

As for the HOMO energy: -9.5968 eV. The energy above the lowest of the compared OMol25 structures with the same formula, charge and spin is 0.853 eV.

ORCA input file:
```
! wB97M-V def2-TZVPD RIJCOSX def2/J DEFGRID3
* xyz 0 1
O 1.77 -0.34 1.63
P 1.42 -0.89 0.14
S 1.16 -2.75 0.07
S 1.36 0.58 -1.23
Cl -3.80 0.81 -0.99
H 2.00 0.58 1.79
H -3.90 2.01 -1.41
*
```

=====

# 3
The following is a DFT calculation (wB97M-V/def2-TZVPD) of a 2-piece molecular cluster, ClH3N2OS overall.

As for the structure (SMILES): N=S(=N)=O.Cl. As for the HOMO energy: -10.8474 eV. The energy above the lowest of the compared OMol25 structures with the same formula, charge and spin is 1.039 eV.

ORCA input file:
```
! wB97M-V def2-TZVPD RIJCOSX def2/J DEFGRID3
* xyz 0 1
N 0.63 0.08 -1.13
S 0.52 0.46 0.36
N 1.36 -0.25 1.38
O 0.01 1.77 0.69
H 1.02 -0.85 -1.20
H 1.08 0.15 2.26
Cl -2.45 -0.92 -0.56
H -2.16 -0.45 -1.80
*
```

=====

# 4
The following is a DFT calculation (wB97M-V/def2-TZVPD) of ClH3N3P3 as an isolated structure.

As for the HOMO energy: -8.6383 eV. The energy above the lowest of the compared OMol25 structures with the same formula, charge and spin is 1.016 eV.

ORCA input file:
```
! wB97M-V def2-TZVPD RIJCOSX def2/J DEFGRID3
* xyz 0 1
N 1.59 0.90 0.30
N -0.01 -0.82 1.25
N -1.01 0.20 -0.95
P 1.26 0.17 1.63
P -1.34 -0.97 0.09
P 1.12 0.76 -1.22
Cl 0.77 2.61 -1.88
H -0.04 -1.63 2.06
H -1.57 1.00 -0.73
H -0.77 -2.22 -0.55
*
```

=====

# 5
The following is a DFT calculation (wB97M-V/def2-TZVPD) of one molecule with the formula ClH3NO2P.

As for the structure (SMILES): N=P(O)(O)Cl. As for the HOMO energy: -10.1473 eV. The energy above the lowest of the compared OMol25 structures with the same formula, charge and spin is 0.847 eV.

ORCA input file:
```
! wB97M-V def2-TZVPD RIJCOSX def2/J DEFGRID3
* xyz 0 1
N -0.30 -0.79 -1.54
P -0.08 -0.09 -0.12
O -0.19 -0.87 1.27
O 1.33 0.60 0.17
Cl -1.53 1.88 0.18
H -1.09 -1.47 -1.48
H -0.05 -0.23 1.95
H 1.92 0.99 -0.45
*
```

=====

# 6
The following is a DFT calculation (wB97M-V/def2-TZVPD) of one molecule with the formula ClH3S.

As for the HOMO energy: -5.2736 eV. The energy above the lowest of the compared OMol25 structures with the same formula, charge and spin is 9.133 eV.

ORCA input file:
```
! wB97M-V def2-TZVPD RIJCOSX def2/J DEFGRID3
* xyz 0 1
H -0.34 -1.18 -1.58
H -0.30 1.04 1.39
H 1.28 0.50 0.38
S -0.04 0.63 0.14
Cl -0.60 -0.99 -0.33
*
```

=====

# 7
The following is a DFT calculation (wB97M-V/def2-TZVPD) of ClH42O21Zn as an isolated structure.

As for the HOMO energy: -12.3387 eV. The energy above the lowest of the compared OMol25 structures with the same formula, charge and spin is 0.000 eV.

ORCA input file:
```
! wB97M-V def2-TZVPD RIJCOSX def2/J DEFGRID3
* xyz 1 1
Zn -0.51 -0.32 0.35
Cl -1.99 -0.74 -1.45
O 0.48 -2.08 -3.18
H -0.32 -1.94 -3.72
H 0.10 -2.78 -2.59
O -1.15 1.81 0.51
H -0.94 2.42 1.24
H -1.20 2.37 -0.26
O 0.37 -2.25 0.41
H 1.31 -2.27 0.74
H 0.23 -2.91 -0.30
O 3.25 1.01 -2.87
H 3.51 0.15 -2.55
H 3.08 0.86 -3.83
O 3.10 -1.63 0.84
H 3.15 -1.09 0.03
H 4.07 -1.68 1.06
O -1.55 1.69 3.89
H -1.63 2.51 3.42
H -2.18 1.80 4.61
O -2.77 -3.85 -0.23
H -2.40 -3.87 0.67
H -3.19 -2.97 -0.23
O -4.43 1.32 -1.85
H -4.00 0.42 -1.79
H -5.10 1.16 -2.52
O -1.99 -0.65 2.05
H -2.88 -0.29 1.84
H -1.67 -0.15 2.82
O 0.95 0.11 -1.29
H 0.53 -0.14 -2.13
H 0.94 1.05 -1.33
O -1.17 -3.79 2.86
H -1.41 -3.01 2.44
H -1.87 -3.87 3.53
O 2.31 2.50 0.89
H 2.05 2.77 0.02
H 3.24 2.82 1.00
O -0.19 -4.18 -1.48
H -1.10 -4.35 -1.22
H 0.13 -4.97 -1.94
O 0.84 -2.08 3.75
H 0.19 -2.81 3.58
H 1.37 -2.45 4.49
O 0.01 3.46 2.34
H 0.88 3.17 2.06
H 0.21 4.38 2.42
O 0.84 2.78 -1.80
H 1.51 3.10 -2.42
H -0.06 3.08 -2.02
O 3.24 -1.76 -2.86
H 3.67 -2.48 -3.36
H 2.29 -1.68 -3.14
O 4.42 2.96 -1.06
H 5.38 2.84 -1.29
H 3.98 2.50 -1.82
O 0.79 0.13 1.87
H 1.57 0.62 1.62
H 1.09 -0.52 2.54
O -4.18 0.91 1.38
H -3.72 1.66 0.96
H -4.78 0.66 0.69
O -1.95 3.37 -1.88
H -2.07 4.27 -2.20
H -2.66 2.89 -2.30
*
```

=====

# 8
The following is a DFT calculation (wB97M-V/def2-TZVPD) of a 2-piece molecular cluster, ClH4N2OP overall.

As for the HOMO energy: -10.2680 eV. The energy above the lowest of the compared OMol25 structures with the same formula, charge and spin is 1.937 eV.

ORCA input file:
```
! wB97M-V def2-TZVPD RIJCOSX def2/J DEFGRID3
* xyz 0 1
N -1.60 -0.69 0.18
N 0.44 0.85 -0.59
O -2.00 1.87 0.28
P -1.03 0.84 -0.03
Cl 4.06 0.38 0.12
H -2.43 -1.01 0.55
H -0.88 -1.26 -0.23
H 4.16 -0.52 -0.90
H 0.99 1.65 -0.63
*
```

=====

# 9
The following is a DFT calculation (wB97M-V/def2-TZVPD) of one molecule with the formula ClH4N2OP.

As for the structure (SMILES): NP(N)OCl. As for the HOMO energy: -9.9586 eV. The energy above the lowest of the compared OMol25 structures with the same formula, charge and spin is 3.291 eV.

ORCA input file:
```
! wB97M-V def2-TZVPD RIJCOSX def2/J DEFGRID3
* xyz 0 1
N 1.14 -0.47 0.47
P -0.24 0.36 1.18
N -1.28 0.28 -0.22
O 0.43 2.05 1.21
Cl 1.27 2.71 -0.10
H 0.86 -0.73 -0.42
H 1.49 -1.20 1.07
H -0.73 0.41 -1.10
H -1.89 1.12 -0.15
*
```

=====

# 10
The following is a DFT calculation (wB97M-V/def2-TZVPD) of a 2-piece molecular cluster, ClH4N2PS overall.

As for the HOMO energy (alpha / beta): -8.3381 / -8.3388 eV. The energy above the lowest of the compared OMol25 structures with the same formula, charge and spin is 4.420 eV.

ORCA input file:
```
! wB97M-V def2-TZVPD RIJCOSX def2/J DEFGRID3
* xyz 0 1
N -0.59 1.31 -0.97
N 0.56 -0.51 2.13
P 0.17 -0.19 -0.96
S -0.86 -1.46 -2.00
Cl 2.07 0.08 -1.49
H -0.55 1.82 -0.13
H -1.59 1.29 -1.08
H 1.09 -1.38 2.08
H -0.30 -0.94 2.42
*
```

=====

# 11
The following is a DFT calculation (wB97M-V/def2-TZVPD) of a 2-piece molecular cluster, ClH4N3 overall.

As for the structure (SMILES): [H]/N=N\Cl.N. As for the HOMO energy: -10.1760 eV. The energy above the lowest of the compared OMol25 structures with the same formula, charge and spin is 2.196 eV.

ORCA input file:
```
! wB97M-V def2-TZVPD RIJCOSX def2/J DEFGRID3
* xyz 0 1
H 0.19 2.20 0.15
N 0.33 1.27 0.64
N 1.06 0.44 0.27
Cl 2.60 0.79 -0.64
N -1.03 -1.55 -0.30
H -1.33 -0.50 -0.52
H -0.03 -1.46 0.04
H -1.78 -1.19 0.36
*
```

=====

# 12
The following is a DFT calculation (wB97M-V/def2-TZVPD) of a 2-piece molecular cluster, ClH4N3 overall.

As for the HOMO energy (alpha / beta): -8.7720 / -8.7724 eV. The energy above the lowest of the compared OMol25 structures with the same formula, charge and spin is 1.336 eV.

ORCA input file:
```
! wB97M-V def2-TZVPD RIJCOSX def2/J DEFGRID3
* xyz 0 1
N 0.13 -1.13 -0.26
N 0.15 1.10 -0.28
N -0.33 -0.01 -0.80
Cl -2.56 0.09 -0.04
H 0.28 -1.38 0.78
H -0.21 -1.91 -0.64
H -0.30 1.92 -0.66
H 0.34 1.17 0.79
*
```

=====

# 13
The following is a DFT calculation (wB97M-V/def2-TZVPD) of a 2-piece molecular cluster, ClH4NSi overall.

As for the structure (SMILES): N=[SiH2].Cl. As for the HOMO energy: -10.3681 eV. The energy above the lowest of the compared OMol25 structures with the same formula, charge and spin is 3.294 eV.

ORCA input file:
```
! wB97M-V def2-TZVPD RIJCOSX def2/J DEFGRID3
* xyz 0 1
N -0.04 0.75 0.22
Si -1.19 -0.32 -0.03
H 0.28 1.50 -0.36
H -2.46 -0.56 -0.96
H -1.00 -1.57 0.91
Cl 2.80 -0.14 -0.05
H 1.61 0.35 0.26
*
```

=====

# 14
The following is a DFT calculation (wB97M-V/def2-TZVPD) of ClH4NaO6 as an isolated structure.

As for the HOMO energy: -7.2144 eV.

ORCA input file:
```
! wB97M-V def2-TZVPD RIJCOSX def2/J DEFGRID3
* xyz 0 1
Na 0.53 -1.21 1.53
Cl -4.88 0.30 -2.83
O -3.92 0.81 -1.88
O -4.12 -0.61 -3.62
O -6.06 -0.28 -2.23
O -5.27 1.40 -3.66
O 3.06 -0.67 5.08
H 3.57 0.03 4.68
H 2.53 -0.23 5.74
O 4.54 0.16 -0.70
H 5.43 -0.05 -0.45
H 4.59 0.34 -1.64
*
```

=====

# 15
The following is a DFT calculation (wB97M-V/def2-TZVPD) of a 2-piece molecular cluster, ClH5N2Si overall.

As for the HOMO energy (alpha / beta): -4.6149 / -10.2847 eV. The energy above the lowest of the compared OMol25 structures with the same formula, charge and spin is 0.599 eV.

ORCA input file:
```
! wB97M-V def2-TZVPD RIJCOSX def2/J DEFGRID3
* xyz 0 3
N -0.04 1.33 0.78
N -1.80 -0.46 -0.79
Si -0.74 -0.13 0.40
Cl 2.16 -0.33 -1.26
H -0.43 2.14 0.50
H 0.86 1.45 1.33
H -1.96 -1.44 -1.06
H 2.01 -1.62 -1.18
H -0.05 -0.95 1.31
*
```

=====

# 16
The following is a DFT calculation (wB97M-V/def2-TZVPD) of a 2-piece molecular cluster, ClH5N3OP overall.

As for the HOMO energy: -10.2789 eV. The energy above the lowest of the compared OMol25 structures with the same formula, charge and spin is 2.477 eV.

ORCA input file:
```
! wB97M-V def2-TZVPD RIJCOSX def2/J DEFGRID3
* xyz 0 1
N 2.28 -0.88 -0.40
N -1.08 0.69 0.88
N 1.16 -0.77 0.38
O 0.90 1.62 -0.75
P 0.33 0.60 0.22
Cl -4.68 -0.31 -0.07
H 3.00 -0.14 -0.21
H 1.96 -0.99 -1.38
H -3.53 -0.06 -0.68
H -1.45 1.72 0.94
H 1.09 -1.48 1.06
*
```

=====

# 17
The following is a DFT calculation (wB97M-V/def2-TZVPD) of a 2-piece molecular cluster, ClH5N3P overall.

As for the HOMO energy (alpha / beta): -9.9893 / -8.4099 eV. The energy above the lowest of the compared OMol25 structures with the same formula, charge and spin is 3.285 eV.

ORCA input file:
```
! wB97M-V def2-TZVPD RIJCOSX def2/J DEFGRID3
* xyz 0 1
N 0.57 -1.11 -1.90
N -1.47 -0.54 -0.27
N 1.03 0.79 1.48
P 0.16 -1.14 -0.40
Cl 0.27 -2.82 0.69
H 1.07 -1.89 -2.27
H -1.88 -0.57 0.68
H -1.32 0.38 -0.48
H 1.98 0.50 1.51
H 0.41 0.16 2.07
*
```

=====

# 18
The following is a DFT calculation (wB97M-V/def2-TZVPD) of a 2-piece molecular cluster, ClH5OSi2 overall.

As for the HOMO energy (alpha / beta): -6.3447 / -10.8111 eV. The energy above the lowest of the compared OMol25 structures with the same formula, charge and spin is 1.290 eV.

ORCA input file:
```
! wB97M-V def2-TZVPD RIJCOSX def2/J DEFGRID3
* xyz 0 3
O -1.45 0.06 1.90
Si -2.10 -0.34 0.62
Si 1.78 0.52 -0.16
Cl 1.36 -1.06 -1.53
H 2.11 1.55 -1.11
H -2.68 0.24 -0.62
H -2.45 -1.67 0.14
H 2.96 0.02 0.29
H 0.47 0.68 0.48
*
```

=====

# 19
The following is a DFT calculation (wB97M-V/def2-TZVPD) of a 2-piece molecular cluster, ClH5Si2 overall.

As for the HOMO energy: -8.4522 eV. The energy above the lowest of the compared OMol25 structures with the same formula, charge and spin is 3.177 eV.

ORCA input file:
```
! wB97M-V def2-TZVPD RIJCOSX def2/J DEFGRID3
* xyz 0 1
Si 2.55 0.19 0.26
Si -4.55 -0.31 0.06
Cl 1.01 -1.09 -0.12
H 2.82 0.63 -1.23
H 1.82 1.52 0.49
H 3.66 -0.53 0.79
H -3.57 0.42 0.91
H -3.74 -0.81 -1.16
*
```

=====

# 20
The following is a DFT calculation (wB97M-V/def2-TZVPD) of a 2-piece molecular cluster, ClH7N2Si2 overall.

As for the HOMO energy (alpha / beta): -9.4036 / -7.7595 eV. The energy above the lowest of the compared OMol25 structures with the same formula, charge and spin is 4.871 eV.

ORCA input file:
```
! wB97M-V def2-TZVPD RIJCOSX def2/J DEFGRID3
* xyz 0 1
N 0.52 -2.47 0.80
N 0.95 1.47 1.29
Si -1.35 0.30 -1.40
Si 0.44 0.35 0.00
Cl 2.00 0.02 -1.37
H 1.26 -2.18 1.38
H -0.36 -2.24 1.30
H 0.39 2.30 1.37
H 1.93 1.48 1.66
H -2.43 -0.18 -0.60
H -1.55 -0.61 -2.50
H -1.81 1.77 -1.94
*
```